Entry 1:
36
Properties=species:S:1:pos:R:3 method="wB97M-V/def2-TZVPD" gap_ev=7.84 spin_multiplicity=1 charge=-1
Zn -0.410 1.196 -0.482
I -2.052 3.006 -2.152
C -2.004 5.233 -2.084
I -0.307 5.962 -0.991
H -2.888 5.635 -1.598
H -1.914 5.620 -3.094
O -3.473 -0.449 -2.610
C -2.397 -0.454 -2.050
O -1.558 0.531 -2.040
C -1.868 -1.674 -1.326
C -2.005 -2.913 -1.883
C -1.360 -4.019 -1.301
C -0.532 -3.852 -0.202
C -0.392 -2.605 0.384
C -1.129 -1.468 -0.104
O -1.135 -0.355 0.487
N 0.577 -2.448 1.412
O 0.836 -1.332 1.829
O 1.150 -3.454 1.807
N -1.473 -5.300 -1.894
O -0.844 -6.223 -1.400
O -2.186 -5.425 -2.878
H -2.588 -3.058 -2.782
H 0.030 -4.691 0.187
N 4.809 2.079 4.525
C 4.037 2.015 3.678
C 3.075 1.939 2.647
C 3.279 1.105 1.550
C 2.301 1.006 0.581
C 1.118 1.740 0.651
C 0.949 2.593 1.740
C 1.905 2.690 2.734
H 4.188 0.523 1.477
H 2.465 0.328 -0.243
H 0.051 3.191 1.832
H 1.745 3.328 3.593

Entry 2:
32
Properties=species:S:1:pos:R:3 method="wB97M-V/def2-TZVPD" gap_ev="6.25 / 3.32" spin_multiplicity=5 charge=+2 s2=6.054 e_above_lowest_kj_mol=185.9
O -6.567 -1.771 -2.720
C -5.516 -1.248 -2.416
Mn -2.970 -0.320 -1.370
O -4.294 -2.793 -0.401
C -3.762 -1.832 -0.767
C -2.558 1.193 -2.327
O -1.719 2.023 -2.483
C -3.851 0.718 -0.179
O -4.533 1.390 0.472
C -2.053 -1.299 -2.598
O -1.596 -1.879 -3.488
H -3.621 0.718 -2.714
N 7.229 1.743 1.622
C 6.105 1.423 1.478
C 4.712 1.009 1.306
C 4.058 1.195 0.063
C 2.728 0.798 -0.080
C 2.037 0.203 0.959
C 2.676 0.011 2.184
C 4.020 0.400 2.390
N 0.666 -0.138 0.804
C -0.131 -0.787 1.745
C -1.389 -0.950 1.171
N -1.346 -0.383 -0.128
C -0.097 0.080 -0.292
H 4.519 1.639 -0.829
H 2.223 0.977 -0.999
H 2.140 -0.415 3.016
H 4.506 0.220 3.378
H 0.282 -1.083 2.680
H -2.230 -1.413 1.673
H 0.334 0.573 -1.153

Entry 3:
32
Properties=species:S:1:pos:R:3 method="wB97M-V/def2-TZVPD" gap_ev="5.50 / 5.99" spin_multiplicity=5 charge=+3 s2=6.056 e_above_lowest_kj_mol=0.0
O -0.030 0.041 -3.611
C -0.046 0.083 -2.459
Pt 0.346 0.043 -0.499
O 3.405 0.086 -1.271
C 2.331 0.054 -0.857
C -1.718 0.051 -0.122
O -2.190 0.051 0.995
C 0.210 -1.971 -0.409
O 0.028 -3.104 -0.333
C 0.251 2.039 -0.262
O 0.110 3.176 -0.161
H -2.413 0.043 -1.002
N -0.460 1.693 10.388
C -0.204 1.443 9.273
C 0.104 1.131 7.902
C -0.746 1.551 6.869
C -0.443 1.220 5.539
C 0.708 0.475 5.241
C 1.569 0.071 6.277
C 1.261 0.398 7.604
N 1.014 0.138 3.901
C 2.160 -0.546 3.500
C 2.095 -0.672 2.142
N 0.942 -0.075 1.701
C 0.290 0.399 2.760
H -1.635 2.134 7.129
H -1.104 1.552 4.741
H 2.477 -0.498 6.070
H 1.917 0.087 8.422
H 2.919 -0.873 4.183
H 2.788 -1.139 1.467
H -0.670 0.895 2.764

Entry 4:
32
Properties=species:S:1:pos:R:3 method="wB97M-V/def2-TZVPD" gap_ev="5.31 / 3.74" spin_multiplicity=5 charge=+2 s2=6.028
O 1.279 2.484 -7.693
C 1.368 2.142 -6.606
Rh 1.409 0.333 -3.036
C 1.546 0.864 -1.108
O 1.627 1.114 0.015
C 1.522 -1.557 -3.244
O 1.586 -2.713 -3.299
C 3.335 0.569 -3.341
O 4.474 0.678 -3.490
C -0.654 0.134 -3.002
O -1.697 0.544 -3.299
H 1.333 -0.040 -4.643
N -0.385 2.482 6.617
C -0.530 1.870 5.626
C -0.741 1.113 4.419
C -1.546 1.623 3.385
C -1.680 0.905 2.196
C -1.054 -0.337 2.061
C -0.347 -0.910 3.125
C -0.163 -0.164 4.301
N -1.052 -0.950 0.793
C -0.692 -2.265 0.509
C -0.606 -2.357 -0.847
N -0.914 -1.141 -1.417
C -1.240 -0.315 -0.418
H -2.063 2.580 3.514
H -2.273 1.320 1.382
H 0.102 -1.897 3.006
H 0.425 -0.574 5.132
H -0.498 -3.031 1.242
H -0.320 -3.234 -1.393
H -1.552 0.731 -0.488

Entry 5:
39
Properties=species:S:1:pos:R:3 method="wB97M-V/def2-TZVPD" gap_ev=6.33 spin_multiplicity=1 charge=+1 e_above_lowest_kj_mol=0.0
W -0.509 -0.906 0.758
Cl -0.470 -0.432 3.162
C -1.422 -1.785 2.437
Cl -1.641 -2.699 -0.111
H -2.484 -1.662 2.614
H -0.986 -2.733 2.733
O -1.203 -0.782 -3.117
C -1.224 -0.243 -2.063
O -0.297 -0.481 -1.084
C -2.172 0.837 -1.646
C -2.821 1.569 -2.632
C -3.657 2.599 -2.255
C -3.885 2.932 -0.934
C -3.243 2.204 0.048
C -2.393 1.153 -0.302
O -1.810 0.385 0.645
N -3.492 2.565 1.457
O -4.431 3.290 1.670
O -2.720 2.136 2.293
N -4.345 3.384 -3.309
O -5.060 4.285 -2.937
O -4.120 3.069 -4.454
H -2.671 1.332 -3.676
H -4.553 3.739 -0.671
O 3.283 -3.775 0.608
C 3.969 -2.640 0.685
C 5.364 -2.737 0.643
C 6.132 -1.600 0.710
C 5.559 -0.319 0.819
C 4.202 -0.200 0.861
C 3.380 -1.353 0.799
C 1.981 -1.189 0.850
O 1.364 -0.056 0.923
O 1.115 -2.176 0.823
H 2.328 -3.616 0.616
H 5.809 -3.718 0.555
H 7.210 -1.693 0.676
H 6.196 0.551 0.867
H 3.719 0.764 0.941

Entry 6:
30
Properties=species:S:1:pos:R:3 method="wB97M-V/def2-TZVPD" gap_ev=7.35 spin_multiplicity=1 charge=0 smiles="O=c1/c(=C/c2ccccc2)sc2nnc(-c3cccs3)n12"
O 0.515 0.811 -1.675
N -2.856 -1.949 -1.279
N -2.284 -2.021 -2.565
S -0.933 -1.582 -5.555
S -2.007 -0.667 0.925
C -0.274 0.189 -0.992
C -1.948 -1.323 -0.653
C -1.186 -1.368 -2.715
C 0.631 -1.709 -6.189
C 1.597 -1.563 -5.276
C 1.058 -1.294 -4.022
C -0.322 -1.362 -3.933
C -0.618 0.304 0.430
C 0.105 1.146 1.307
C 0.413 1.594 5.630
C 1.066 2.464 4.732
C -0.258 0.512 5.046
C 0.794 2.440 3.332
C -0.376 0.397 3.645
C 0.020 1.355 2.783
N -0.926 -0.927 -1.491
H 0.779 -1.871 -7.218
H 2.642 -1.777 -5.476
H 1.537 -1.080 -3.149
H 0.845 1.804 0.792
H 0.486 1.693 6.775
H 1.654 3.267 5.111
H -0.553 -0.198 5.725
H 1.231 3.216 2.667
H -0.833 -0.503 3.290

Calculated E in order - -99104.323 -61688.738 -33601.158 -33374.127 -66016.324 -43886.770 eV